The following is a quantum chemistry calculation of C37H69Br15O16S8 as an isolated structure in a non-equilibrium geometry, from the Open Molecules 2025 dataset.

Last column: Mulliken spin population.
Geometry (Å):
C 5.592467 17.557657 -23.695766  0.000
Br 4.059308 18.334315 -22.691147  0.005
Br 6.020505 18.771227 -25.134741  0.004
Br 5.183958 15.673850 -24.392048  0.006
H 6.423222 17.572624 -22.990272  -0.002
C 0.694370 19.281086 -26.582913  0.205
Br 1.523847 17.681222 -25.749947  0.222
Br -0.990359 19.669859 -25.704916  0.134
Br 0.573781 19.277200 -28.570194  0.341
H 1.312764 20.129196 -26.288968  0.016
C 1.707789 13.872495 -26.515013  0.004
Br 1.048148 12.115763 -27.235265  0.001
Br 0.687711 14.385105 -24.912270  0.003
Br 1.806812 15.181434 -28.070155  0.002
H 2.761411 13.758998 -26.259873  -0.001
C 2.592360 18.285665 -33.703202  0.047
Br 1.258946 18.436124 -35.184503  0.006
Br 3.760545 16.764281 -33.884870  0.003
Br 1.490677 18.468158 -32.027756  0.032
H 3.234086 19.166543 -33.684785  -0.005
C 10.696456 18.386943 -28.532463  0.000
Br 11.830122 19.927044 -28.254645  0.000
Br 10.817273 17.623790 -30.307273  0.000
Br 8.770694 18.614924 -28.038929  0.000
H 11.132115 17.569057 -27.958556  0.000
C 4.885384 11.833759 -31.041767  0.000
C 6.270885 11.269787 -30.670898  0.000
C 6.654157 12.033150 -29.363204  0.000
S 5.141514 12.127827 -28.253333  0.000
O 4.918590 13.441832 -27.676978  -0.002
O 4.934936 10.887446 -27.502420  0.000
C 4.029090 12.019552 -29.784715  0.000
H 4.368466 11.255333 -31.807479  0.000
H 5.011832 12.807080 -31.515872  0.000
H 7.062998 11.316807 -31.418187  0.000
H 6.317145 10.208751 -30.425609  0.000
H 6.899905 13.062077 -29.625936  0.000
H 7.509206 11.633186 -28.818217  0.000
H 3.257383 12.784194 -29.695885  0.000
H 3.387767 11.152440 -29.626867  0.000
C 8.675278 22.473172 -30.331250  0.000
C 7.414870 21.804808 -30.700686  -0.002
C 6.570404 22.904601 -31.437560  0.000
S 7.750699 24.141409 -32.112448  0.000
O 7.660803 25.390519 -31.407214  0.000
O 7.705110 24.174592 -33.605865  0.000
C 9.272766 23.272760 -31.559922  0.000
H 9.349622 21.692992 -29.978130  0.000
H 8.458397 23.192057 -29.541148  0.000
H 6.924501 21.387578 -29.821169  0.001
H 7.613121 21.020479 -31.431179  0.000
H 5.889670 23.467187 -30.798643  0.000
H 5.989185 22.533765 -32.281806  0.000
H 10.031258 24.042469 -31.417265  0.000
H 9.588414 22.601609 -32.358687  0.000
C 0.629793 13.919682 -31.366732  0.000
C -0.129492 12.866126 -32.198427  0.000
C 0.785266 12.322507 -33.323624  0.000
S 1.600269 13.831442 -34.003852  0.000
O 0.744155 14.485836 -35.008287  0.000
O 3.039144 13.630628 -34.291016  0.000
C 1.370284 14.793378 -32.330426  -0.002
H 1.343423 13.526287 -30.642796  -0.001
H -0.059225 14.531146 -30.784100  -0.001
H -1.028671 13.342409 -32.589242  0.000
H -0.432705 12.063537 -31.526122  0.000
H 0.308307 11.767457 -34.131422  0.000
H 1.487796 11.562511 -32.981635  0.000
H 0.961716 15.784772 -32.526180  0.000
H 2.399320 14.833866 -31.973299  0.001
C 1.215555 23.245659 -30.995837  -0.007
C 2.333624 24.244383 -31.375691  0.001
C 2.918365 23.749365 -32.761973  0.000
S 2.698314 21.952542 -32.727039  -0.001
O 3.959905 21.238700 -32.579695  0.000
O 1.817215 21.591847 -33.859325  -0.001
C 1.874964 21.906961 -31.066547  -0.032
H 0.338540 23.373490 -31.630340  0.000
H 0.923587 23.370379 -29.953100  0.003
H 3.081711 24.249906 -30.582949  0.000
H 1.991944 25.271888 -31.500577  0.000
H 3.943698 24.079787 -32.928173  0.000
H 2.238377 24.015500 -33.571218  0.000
H 2.581811 21.749297 -30.251930  0.001
H 1.200267 21.060812 -31.196648  0.028
C 7.976700 13.272335 -33.191889  0.000
C 8.234297 14.230872 -32.038502  0.000
C 8.836610 15.581981 -32.573224  0.000
S 8.110400 15.746779 -34.248684  0.000
O 9.112948 15.958110 -35.275216  0.000
O 6.898438 16.577859 -34.155210  0.000
C 7.435350 14.048773 -34.361563  0.000
H 7.245794 12.509566 -32.923430  0.000
H 8.874790 12.748696 -33.519529  0.000
H 8.924120 13.753836 -31.342310  0.000
H 7.261478 14.292392 -31.550726  0.000
H 9.914946 15.544280 -32.727733  0.000
H 8.586745 16.497950 -32.037802  0.000
H 7.790051 13.631927 -35.304169  0.000
H 6.354750 14.179942 -34.305021  0.001
C 8.665864 14.895678 -26.829092  -0.001
C 8.930289 14.303980 -25.387594  -0.001
C 10.398320 13.923873 -25.209229  0.000
S 11.052441 13.759597 -27.036370  0.000
O 11.337030 12.340129 -27.213996  0.000
O 11.945904 14.873777 -27.340321  0.000
C 9.395904 14.012109 -27.818349  0.000
H 8.888597 15.954887 -26.957815  0.000
H 7.609663 14.801425 -27.081410  0.000
H 8.368547 13.369889 -25.382292  0.000
H 8.545173 14.970127 -24.615558  0.001
H 10.530584 12.928611 -24.784888  0.000
H 11.071024 14.662741 -24.773763  0.000
H 9.055441 12.980097 -27.902782  0.000
H 9.518901 14.375384 -28.838642  0.000
C 4.223745 18.803644 -29.682583  -0.008
C 4.905667 18.600656 -28.310003  -0.023
C 5.222561 17.062530 -28.191031  -0.028
S 5.683606 16.494827 -29.885472  0.035
O 4.845876 15.405483 -30.418832  -0.008
O 7.125850 16.439081 -29.916672  -0.002
C 5.181310 18.155700 -30.724552  -0.011
H 4.086035 19.870842 -29.856460  0.004
H 3.191841 18.455876 -29.730924  -0.004
H 4.291958 18.991563 -27.498422  0.002
H 5.888988 19.065825 -28.240776  0.008
H 4.301664 16.610273 -27.822915  0.019
H 5.998447 16.719043 -27.506833  0.001
H 4.684855 18.130798 -31.694611  0.002
H 6.037926 18.829606 -30.737468  0.000
C 6.670479 19.037083 -37.136023  0.000
C 5.380476 18.963848 -36.269714  0.000
C 5.544648 19.971238 -35.094392  0.000
S 7.277751 20.657497 -35.020304  0.000
O 7.729919 20.320209 -33.688589  0.000
O 7.510229 22.043643 -35.585625  0.000
C 7.863233 19.418109 -36.275789  0.000
H 6.471090 19.829793 -37.857106  0.000
H 6.896681 18.119007 -37.678297  0.000
H 5.254657 17.915943 -35.997349  0.001
H 4.496145 19.223778 -36.851499  0.000
H 5.439066 19.334069 -34.216344  0.001
H 4.866026 20.794755 -34.872139  -0.001
H 8.153859 18.571101 -35.654334  0.000
H 8.695194 19.909758 -36.779990  0.000

Force components x, y, z for each atom (eV/Å):
-1.166 -0.129 -0.023
0.779 -0.726 -0.505
0.128 -0.409 0.249
0.493 1.751 0.687
-0.187 -0.513 -0.343
0.227 0.508 1.422
0.781 -0.405 0.578
-1.115 0.327 0.510
0.080 0.034 -2.335
0.251 -0.049 -0.185
-0.220 0.098 -0.932
0.454 1.078 0.496
0.608 -0.286 -1.194
-0.400 -1.096 1.217
-0.362 -0.183 0.097
-1.090 0.452 -0.176
1.061 -0.177 0.565
-0.614 0.299 0.203
0.783 -0.414 -0.385
-0.353 -0.067 -0.225
-0.364 -0.717 0.025
-0.552 -0.240 -0.151
-0.045 0.438 -0.069
1.431 0.167 -0.154
-0.417 0.397 0.413
0.034 0.684 -0.374
-0.069 -0.195 1.895
0.234 0.249 0.135
-1.594 -1.023 -3.125
0.837 -0.674 0.462
0.822 1.433 -0.259
-0.296 -1.029 1.186
-0.029 -0.298 0.216
0.238 0.223 0.065
-0.224 0.706 -0.037
-0.763 -0.212 0.075
-0.232 0.248 0.205
-0.207 -0.265 0.049
0.726 0.815 -0.453
0.446 -0.537 0.249
2.174 0.909 0.104
-1.433 0.633 -1.739
-0.027 -0.079 -0.077
0.870 -1.158 -3.264
-0.285 0.316 0.559
-0.174 -0.041 3.104
-1.608 -0.561 0.359
0.415 0.361 0.196
0.329 0.012 0.244
-0.188 0.068 -0.116
-0.124 -0.159 0.096
0.140 0.002 0.219
0.183 -0.115 0.031
-0.133 -0.153 0.476
-0.183 -0.022 -0.042
-0.510 0.002 -0.331
0.296 -0.417 0.331
-0.242 0.017 -0.172
0.201 1.556 0.947
1.024 -1.305 1.062
-2.099 -0.194 0.344
1.651 -0.561 -1.239
-0.186 -0.474 -0.127
-0.161 -0.144 -0.003
0.043 -0.139 -0.259
-0.141 -0.172 -0.217
-0.514 0.586 -0.169
0.566 0.592 0.425
0.024 -0.289 -0.222
0.095 0.664 -0.281
0.356 0.886 0.774
-0.075 -0.257 -1.060
-0.741 0.148 1.135
-0.099 -0.412 0.066
-0.104 0.082 -0.376
1.095 0.479 1.931
-0.605 -0.778 -2.063
0.053 -0.254 -0.069
-0.274 0.340 -0.053
0.228 -0.092 -0.168
-0.126 -0.054 0.081
-0.080 -0.321 -0.198
0.250 0.388 -0.025
0.176 -0.121 -0.375
-0.036 0.037 0.542
0.379 -0.378 -0.582
0.260 0.229 0.070
-0.632 -0.651 -0.585
-1.810 -0.523 0.429
-0.290 0.275 0.507
1.652 -0.136 -0.277
0.384 0.552 -0.374
0.136 0.073 0.090
0.197 0.008 0.169
0.035 0.212 0.178
0.164 0.927 0.252
0.003 -0.236 0.075
-0.225 -0.284 0.168
-0.398 0.132 -0.094
0.063 -0.031 -0.258
-0.574 -0.578 0.211
-0.119 0.209 -1.092
0.686 0.197 -1.971
-1.853 -0.261 1.299
0.908 0.960 -0.282
-0.333 -1.096 0.093
1.530 -0.002 0.255
0.387 -0.104 0.153
-0.240 0.097 0.317
-0.212 0.066 0.313
0.068 -0.102 -0.012
0.145 0.224 0.006
-0.264 0.005 0.152
-0.369 0.130 0.345
0.085 0.403 0.161
0.816 -0.025 0.256
0.410 -1.214 -0.369
-1.261 0.202 -0.017
-2.213 2.066 -1.018
1.277 0.936 0.840
0.352 -0.792 -0.072
-0.994 0.228 1.512
0.385 0.141 -0.292
0.183 -0.608 0.284
-0.030 -0.440 0.066
-0.040 0.667 -0.353
-0.064 -0.481 -0.486
0.272 0.404 -0.192
0.443 -0.738 0.045
0.451 -0.551 -0.269
-0.367 1.059 -0.191
0.500 0.720 -0.580
0.148 -0.615 0.654
-0.542 0.914 -2.498
0.595 0.469 0.151
-1.025 -3.626 1.451
-0.131 0.584 1.137
0.370 0.007 -0.287
-0.204 -0.023 0.076
-0.041 0.356 0.812
0.127 0.030 -0.202
0.616 0.302 0.449
-0.250 -0.035 -0.887
0.345 -0.002 -0.119
-0.021 -0.321 -0.072

Summary:
<S²>   0.7550
HOMO-LUMO gap (alpha / beta)   2.879 / 7.529 eV
Total charge   -1
HOMO level (alpha / beta)   -1.96 / -6.60 eV
2S+1   2
LUMO (alpha / beta)   0.918 / 0.925 eV